Molecular formula: C5H6N8O4
Method: DFT, ωB97M-V with the def2-TZVPD basis set

Its total energy is -932.83794 hartree. The HOMO-LUMO gap is 7.5266 eV. As for the HOMO energy: -8.86 eV.

```
23
Properties=species:S:1:pos:R:3:forces:R:3:mulliken_charge:R:1
O 1.4085 -1.3897 3.8697 -1.5 0.0 -1.8 -0.560
N 0.5026 -1.6930 3.0752 -0.2 -1.4 1.4 0.911
O -0.1915 -2.7302 3.2152 1.0 1.7 -0.4 -0.619
C 0.1957 -0.8646 1.9197 -0.6 -0.6 -0.2 -0.417
C -0.7253 -1.3294 0.9651 1.0 0.2 1.0 -0.022
C -0.9464 -0.6505 -0.2202 -0.3 -0.5 -0.8 -0.645
N -1.8264 -1.1397 -1.2242 -1.1 -0.9 0.1 0.949
O -2.5739 -2.1194 -1.0354 1.5 1.7 -0.2 -0.644
O -1.7973 -0.5060 -2.3215 -0.2 -0.8 1.2 -0.685
C -0.2591 0.6015 -0.6104 -0.4 0.8 2.1 0.339
N 0.6477 0.9802 0.4620 0.6 -0.2 0.4 0.613
N 1.4677 2.0743 0.3744 0.0 0.0 0.8 -0.644
N 2.1077 2.1412 1.5121 -1.0 -0.7 -1.2 -0.554
N 1.7714 1.1299 2.3350 -0.7 -0.6 -0.9 -0.342
C 0.8732 0.3732 1.6653 0.7 0.7 0.1 0.650
H -1.2523 -2.2661 1.1431 0.1 0.2 0.0 0.587
H -0.9635 1.4309 -0.7750 0.1 -0.1 0.0 0.135
N 0.5015 0.5539 -1.8859 0.8 0.1 -1.5 0.127
N -0.1343 1.3066 -2.9547 0.7 0.4 0.2 -0.695
H 0.6186 -0.4111 -2.2122 -0.3 0.1 0.0 0.419
H 1.4494 0.9372 -1.7387 -0.4 0.0 0.1 0.447
H -1.1184 1.3204 -2.6798 0.2 -0.1 -0.5 0.351
H 0.2443 2.2504 -2.8787 -0.1 -0.1 0.0 0.298
```
Positions in Å, forces in eV/Å.